[1]
85
Properties=species:S:1:pos:R:3 method="wB97M-V/def2-TZVPD" total_charge=-1 largest_force_ev_per_a=4.51 lumo_energy_ev=1.77 multiplicity=1
C 1.257 0.931 -0.303
C 1.728 2.403 -0.274
C 0.606 3.432 -0.633
C -0.821 2.997 -0.214
S -1.813 2.263 -1.571
O -1.509 3.091 -2.782
O -1.390 0.859 -1.856
N -3.468 2.449 -1.299
S -3.990 1.549 0.005
O -5.288 0.919 -0.367
O -3.026 0.569 0.548
Br -4.530 2.965 1.695
H 2.088 0.306 0.058
H 0.446 0.789 0.421
H 1.006 0.621 -1.319
H 2.556 2.558 -0.982
H 2.137 2.671 0.708
H 0.842 4.360 -0.094
H 0.696 3.682 -1.696
H -0.776 2.358 0.675
H -1.364 3.906 0.090
C 2.475 5.796 2.106
O 2.741 4.957 1.264
N 1.981 5.467 3.337
N 2.647 7.133 1.886
H 1.752 6.137 4.044
H 1.841 4.493 3.527
H 3.007 7.405 0.991
H 2.434 7.841 2.560
C 3.204 -2.679 -0.012
O 3.468 -1.663 -0.641
N 3.646 -2.888 1.261
N 2.430 -3.659 -0.548
H 3.433 -3.705 1.798
H 4.213 -2.170 1.674
H 2.094 -3.492 -1.481
H 2.164 -4.499 -0.073
C 4.418 -1.156 4.822
O 4.654 -1.363 3.640
N 3.325 -0.457 5.230
N 5.230 -1.611 5.819
H 3.107 -0.274 6.190
H 2.709 -0.111 4.516
H 6.043 -2.130 5.547
H 5.057 -1.455 6.793
C -1.538 -3.625 -0.755
O -1.035 -4.315 0.130
N -2.883 -3.514 -0.932
N -0.799 -2.899 -1.634
H -3.310 -2.956 -1.649
H -3.471 -4.026 -0.299
H 0.196 -2.934 -1.548
H -1.201 -2.331 -2.351
C 1.393 -1.397 -4.518
O 1.454 -2.384 -3.795
N 0.249 -0.683 -4.696
N 2.479 -0.929 -5.198
H 0.185 0.132 -5.273
H -0.567 -0.989 -4.203
H 3.341 -1.428 -5.083
H 2.460 -0.122 -5.790
C -6.178 -3.294 0.886
O -6.080 -4.157 0.019
N -6.711 -3.545 2.117
N -5.765 -2.015 0.692
H -6.800 -2.853 2.836
H -7.024 -4.479 2.299
H -5.362 -1.791 -0.202
H -5.834 -1.294 1.385
C -6.763 -1.449 -2.936
O -5.550 -1.418 -3.092
N -7.337 -2.082 -1.878
N -7.628 -0.853 -3.809
H -8.323 -2.129 -1.719
H -6.713 -2.524 -1.224
H -7.229 -0.377 -4.595
H -8.622 -0.863 -3.701
C 6.063 1.426 0.417
O 6.360 2.452 -0.184
N 6.471 1.190 1.703
N 5.309 0.439 -0.129
H 6.237 0.361 2.218
H 7.028 1.896 2.142
H 4.976 0.568 -1.065
H 5.065 -0.405 0.350



[2]
63
Properties=species:S:1:pos:R:3 method="wB97M-V/def2-TZVPD" largest_force_ev_per_a=3.40 lumo_energy_ev=-0.02 multiplicity=1 smiles=CC1(C)CCCC(C)(C)N1O.CO.CO.CO.O.O.O.O.O
C -0.608 -3.660 -0.065
O -1.087 -4.826 -0.905
H -0.433 -3.904 0.983
H 0.367 -3.280 -0.372
H -1.369 -2.887 -0.174
H -1.225 -4.672 -1.843
C -2.471 -2.332 3.501
O -1.516 -1.305 3.398
H -3.441 -1.902 3.250
H -2.217 -3.114 2.786
H -2.563 -2.763 4.498
H -1.435 -1.235 2.444
C -0.875 3.743 0.620
O -1.422 2.441 0.433
H -0.100 3.671 1.383
H -0.286 4.114 -0.219
H -1.543 4.498 1.035
H -1.890 2.402 -0.404
O -4.624 -0.954 -0.221
H -4.948 -1.820 0.026
H -4.832 -0.877 -1.153
O -5.926 1.635 0.309
H -5.550 0.755 0.291
H -5.492 2.067 1.044
O -3.891 2.355 2.007
H -3.060 2.447 1.542
H -3.722 1.686 2.671
O -3.374 0.556 3.911
H -2.733 1.085 4.385
H -2.859 -0.143 3.510
O -2.091 -0.286 0.910
H -1.916 0.643 0.762
H -2.973 -0.422 0.566
C 1.093 -0.994 -1.994
C 1.672 0.466 -2.068
C 1.237 1.215 -0.788
C 2.001 0.792 0.461
C 3.554 0.864 0.156
C 4.053 0.115 -1.146
N 3.122 0.481 -2.299
O 3.497 -0.071 -3.506
C 5.529 0.679 -1.369
C 4.059 -1.374 -0.795
C 0.995 1.176 -3.244
H 1.710 -1.808 -2.374
H 0.111 -1.135 -2.446
H 0.931 -1.383 -0.988
H 1.263 2.300 -0.892
H 0.231 0.961 -0.453
H 1.706 -0.194 0.821
H 1.719 1.443 1.289
H 3.982 0.485 1.085
H 3.832 1.917 0.180
H 6.164 0.149 -2.078
H 5.487 1.653 -1.856
H 6.164 0.773 -0.488
H 4.965 -1.666 -0.264
H 3.216 -1.764 -0.224
H 4.079 -1.943 -1.724
H -0.079 0.997 -3.194
H 1.339 0.903 -4.242
H 1.102 2.255 -3.129
H 3.368 -1.008 -3.344



[3]
78
Properties=species:S:1:pos:R:3 method="wB97M-V/def2-TZVPD" total_charge=-1 largest_force_ev_per_a=14.02 lumo_energy_ev=1.76 multiplicity=1
C 34.406 -5.020 6.694
O 35.749 -5.481 6.575
H 34.010 -5.109 7.706
H 34.362 -3.969 6.407
H 33.685 -5.500 6.033
C 31.433 -3.479 6.272
O 30.934 -4.453 5.778
N 32.699 -3.193 6.222
N 30.719 -2.521 6.792
H 32.911 -2.351 6.739
H 33.418 -3.753 5.786
H 31.280 -1.758 7.141
H 29.741 -2.496 7.046
C 33.136 -5.233 4.172
O 34.068 -5.640 3.495
N 32.457 -5.980 5.033
N 32.649 -4.056 4.079
H 32.851 -6.903 5.144
H 31.482 -5.802 5.225
H 33.085 -3.288 3.588
H 31.766 -3.989 4.565
C 32.868 -5.023 9.396
O 33.466 -4.004 9.497
N 32.562 -5.659 8.278
N 32.312 -5.589 10.409
H 32.881 -5.414 7.352
H 31.793 -6.300 8.412
H 32.384 -5.279 11.367
H 31.722 -6.391 10.241
C 37.755 -4.271 6.055
O 37.948 -5.378 5.522
N 36.835 -3.860 6.863
N 38.606 -3.315 6.006
H 35.994 -4.416 6.922
H 36.726 -2.863 6.980
H 39.403 -3.529 5.423
H 38.587 -2.546 6.661
C 35.596 -2.015 5.594
O 36.298 -2.025 4.577
N 34.270 -2.272 5.675
N 36.084 -1.805 6.861
H 33.830 -1.764 6.429
H 33.757 -2.378 4.812
H 35.438 -1.725 7.634
H 37.060 -1.549 6.896
C 37.206 -6.274 8.359
O 37.383 -6.702 7.267
N 38.224 -6.307 9.199
N 36.171 -5.645 8.845
H 39.074 -6.609 8.745
H 38.186 -5.794 10.069
H 36.281 -4.789 9.370
H 35.601 -5.547 8.017
C 36.051 -4.829 3.788
O 36.320 -6.007 3.871
N 35.222 -4.209 4.574
N 36.630 -3.990 3.000
H 34.635 -4.712 5.225
H 35.225 -3.200 4.524
H 37.243 -4.333 2.273
H 36.439 -3.000 3.055
C 34.686 -9.388 4.417
C 34.207 -8.142 5.023
C 34.293 -8.169 6.602
O 35.567 -8.065 7.157
C 35.476 -8.182 8.597
N 34.890 -7.069 4.328
H 34.433 -10.362 4.837
H 35.765 -9.496 4.304
H 34.235 -9.367 3.425
H 33.192 -8.103 4.626
H 33.692 -8.954 7.061
H 33.899 -7.196 6.892
H 34.776 -7.420 8.939
H 36.451 -7.877 8.976
H 35.180 -9.105 9.095
H 34.275 -6.297 4.541
H 34.773 -7.126 3.326



[4]
71
Properties=species:S:1:pos:R:3 method="wB97M-V/def2-TZVPD" largest_force_ev_per_a=8.33 lumo_energy_ev=-0.57 multiplicity=1 smiles="NC(N)=O.NC(N)=O.NC(N)=O.NC(N)=O.CCO.CCO.CCO.CO.CO"
C -1.320 3.279 3.151
C -1.221 1.770 3.361
O -1.205 1.393 4.679
H -2.222 3.767 3.627
H -1.654 3.270 2.100
H -0.367 3.872 3.417
H -0.414 1.374 2.804
H -2.045 1.205 2.868
H -2.019 1.531 5.091
C 1.716 -1.456 0.661
C 2.144 -0.094 0.282
O 1.301 0.921 0.869
H 1.735 -1.686 1.703
H 2.324 -2.114 0.208
H 0.700 -1.581 0.267
H 1.949 0.095 -0.744
H 3.146 0.136 0.587
H 0.382 0.831 0.443
C 0.967 4.804 0.609
C -0.343 5.428 0.322
O -1.076 4.424 -0.212
H 0.825 3.812 1.233
H 1.662 5.455 1.112
H 1.462 4.622 -0.319
H -0.369 6.331 -0.358
H -0.731 5.873 1.256
H -1.978 4.594 -0.056
C -0.027 -2.994 -1.793
O 1.018 -3.919 -1.738
N 0.047 -1.962 -2.543
N -1.167 -3.047 -1.187
H 1.010 -1.699 -2.887
H -0.647 -1.147 -2.495
H -1.290 -3.848 -0.468
H -1.665 -2.216 -0.841
C 1.229 2.390 -2.799
O 2.633 2.335 -2.955
N 0.381 2.542 -3.788
N 0.565 2.461 -1.678
H 0.753 2.676 -4.689
H -0.614 2.729 -3.737
H 1.118 2.274 -0.890
H -0.249 3.050 -1.392
C -1.846 0.211 -0.984
O -1.245 0.818 0.105
N -2.790 -0.646 -0.881
N -1.422 0.283 -2.233
H -3.133 -0.706 0.052
H -3.220 -1.038 -1.717
H -0.716 1.053 -2.251
H -1.931 0.101 -3.079
C -0.488 -5.210 1.135
O -0.825 -5.576 2.454
N 0.745 -4.817 0.820
N -1.429 -5.280 0.201
H 1.469 -4.781 1.579
H 0.931 -4.384 -0.099
H -2.411 -5.440 0.511
H -1.297 -5.634 -0.797
C 3.381 -1.268 -3.041
O 2.219 -0.646 -3.552
H 3.278 -2.306 -3.073
H 3.548 -0.902 -2.024
H 4.153 -1.098 -3.759
H 2.369 0.247 -3.791
C -0.944 -2.092 3.653
O -1.509 -3.387 3.703
H -0.382 -1.939 2.709
H -0.366 -1.864 4.493
H -1.689 -1.254 3.657
H -0.908 -3.948 3.131



[5]
68
Properties=species:S:1:pos:R:3 method="wB97M-V/def2-TZVPD" total_charge=+1 largest_force_ev_per_a=2.22 lumo_energy_ev=-2.31 multiplicity=1
N 0.700 -0.532 -0.792
H 0.020 -1.133 -1.254
H 0.266 0.368 -0.610
H 1.549 -0.380 -1.345
H 1.028 -1.000 0.075
C -1.574 0.310 2.699
C -1.607 1.136 3.970
C -2.362 0.378 5.056
O -2.629 1.348 6.100
C -3.895 1.876 6.147
N -0.238 1.476 4.325
H -1.089 0.852 1.888
H -2.547 -0.059 2.371
H -1.024 -0.628 2.832
H -2.226 2.024 3.827
H -1.715 -0.369 5.513
H -3.268 -0.021 4.598
H -4.676 1.128 6.338
H -4.199 2.420 5.242
H -3.904 2.593 6.970
H 0.303 0.614 4.371
H -0.064 1.816 5.265
O -2.169 -0.097 -0.821
H -3.049 -0.473 -0.924
H -2.180 0.702 -1.364
O 0.939 -2.141 1.339
H 1.751 -2.618 1.127
H 0.265 -2.832 1.407
C 0.104 2.600 -3.637
C -0.914 3.723 -3.432
O -2.091 3.370 -4.150
O -0.389 1.416 -2.976
H 1.113 2.814 -3.271
H 0.202 2.363 -4.700
H -0.473 4.579 -3.940
H -1.108 3.869 -2.370
H -2.343 2.464 -3.946
H 0.245 0.732 -3.229
C 2.968 -0.262 -4.126
C 2.074 -1.344 -4.702
O 0.713 -0.887 -4.506
O 2.784 -0.214 -2.702
H 2.759 0.770 -4.420
H 4.005 -0.471 -4.398
H 2.173 -2.262 -4.120
H 2.298 -1.558 -5.746
H 0.064 -1.576 -4.668
H 2.952 0.701 -2.446
C -0.217 -4.157 -1.064
C -0.246 -5.417 -0.207
O 0.131 -5.162 1.117
O -1.322 -3.299 -0.723
H -0.111 -4.349 -2.132
H 0.703 -3.652 -0.756
H 0.343 -6.166 -0.742
H -1.285 -5.758 -0.237
H -0.660 -5.178 1.661
H -1.966 -3.403 -1.430
C 3.046 2.111 0.256
C 2.246 1.869 1.495
O 1.624 0.599 1.657
O 2.316 2.043 -0.998
H 3.804 1.336 0.087
H 3.564 3.069 0.224
H 1.463 2.625 1.616
H 2.951 2.067 2.307
H 1.445 0.515 2.598
H 2.630 2.725 -1.595



[6]
87
Properties=species:S:1:pos:R:3 method="wB97M-V/def2-TZVPD" total_charge=+1 largest_force_ev_per_a=2.49 lumo_energy_ev=-2.60 multiplicity=1
O -1.385 0.545 -3.989
C -0.535 -0.260 -3.932
O -0.508 -1.123 -2.891
C 0.507 -0.368 -5.040
C 1.962 -0.350 -4.527
P 2.399 1.138 -3.563
O 3.032 0.781 -2.153
H 0.301 -1.652 -2.970
H 0.288 0.355 -5.822
H 0.368 -1.357 -5.499
H 2.609 -0.357 -5.406
H 2.163 -1.250 -3.940
H 1.334 2.032 -3.338
H 3.404 1.852 -4.243
H 2.821 -0.152 -1.934
C 1.340 4.580 -1.085
O 2.225 4.798 -1.912
N 1.246 3.404 -0.406
N 0.379 5.481 -0.771
H 0.521 3.204 0.277
H 1.939 2.706 -0.603
H 0.399 6.365 -1.245
H -0.348 5.311 -0.101
C 2.492 -2.502 -0.020
O 3.008 -1.912 -0.972
N 2.131 -1.867 1.120
N 2.248 -3.838 -0.047
H 1.713 -2.328 1.909
H 2.300 -0.878 1.171
H 2.507 -4.337 -0.879
H 1.833 -4.343 0.714
C -0.184 2.911 3.092
O -0.246 2.743 1.874
N 0.469 3.971 3.644
N -0.760 2.060 3.970
H 0.531 4.129 4.632
H 0.906 4.621 3.017
H -1.254 1.269 3.593
H -0.724 2.173 4.968
C -4.499 -2.308 -3.285
O -5.201 -3.303 -3.276
N -4.884 -1.136 -3.869
N -3.259 -2.281 -2.708
H -4.317 -0.308 -3.883
H -5.789 -1.117 -4.302
H -2.944 -3.124 -2.270
H -2.664 -1.475 -2.700
C -1.925 -0.488 6.469
O -1.877 0.734 6.463
N -1.032 -1.253 7.161
N -2.875 -1.177 5.782
H -1.053 -2.255 7.178
H -0.319 -0.772 7.677
H -3.544 -0.640 5.262
H -2.938 -2.177 5.768
C 2.854 -4.134 -5.215
O 2.845 -2.905 -5.215
N 3.810 -4.850 -4.569
N 1.912 -4.870 -5.862
H 3.842 -5.852 -4.556
H 4.522 -4.334 -4.084
H 1.193 -4.371 -6.353
H 1.902 -5.873 -5.876
C -3.137 6.483 0.785
O -2.267 6.722 -0.039
N -3.204 5.299 1.463
N -4.114 7.382 1.093
H -3.911 5.087 2.142
H -2.501 4.610 1.263
H -4.095 8.263 0.612
H -4.838 7.210 1.764
C -3.436 -2.203 1.451
O -3.094 -1.376 2.280
N -2.533 -2.870 0.667
N -4.739 -2.532 1.235
H -2.791 -3.553 -0.018
H -1.563 -2.651 0.798
H -5.429 -2.061 1.791
H -5.040 -3.208 0.557
C 4.579 -1.342 4.078
O 3.731 -2.183 4.331
N 5.092 -0.507 5.025
N 5.078 -1.172 2.818
H 5.788 0.189 4.836
H 4.745 -0.608 5.961
H 4.716 -1.777 2.104
H 5.772 -0.490 2.575



Number 1: HOMO-LUMO gap 7.93 eV, E_HOMO -0.226 Ha. Number 2: HOMO-LUMO gap 8.61 eV, E_HOMO -0.317 Ha. Number 3: HOMO-LUMO gap 2.92 eV, E_HOMO -0.043 Ha. Number 4: HOMO-LUMO gap 8.33 eV, E_HOMO -0.327 Ha. Number 5: HOMO-LUMO gap 8.82 eV, E_HOMO -0.409 Ha. Number 6: HOMO-LUMO gap 8.51 eV, E_HOMO -0.408 Ha.